# C34H55IN2O7

A 3-piece molecular cluster, C34H55IN2O7 overall in a non-equilibrium geometry (wB97M-V/def2-TZVPD, OMol25).

Relative energy (zero: lowest compared OMol25 entry of this formula, charge and spin): 137.1 kcal/mol
LUMO: -1.408 eV
E_HOMO: -8.472 eV
Total charge: 0
Energy: -2261.7162 Eh

```
99
Properties=species:S:1:pos:R:3:forces:R:3:lowdin_charge:R:1
I 2.6217 -2.0426 -0.7195 0.4 -0.1 0.7 0.77
O -2.0936 -3.6069 -0.7321 -0.4 0.2 0.0 -0.20
O -3.8914 2.8677 -2.0176 0.0 0.0 0.4 -0.20
O 5.4631 -1.9146 3.6409 -2.2 3.7 0.1 0.03
O -0.6510 -3.6098 -5.0261 -0.2 -0.4 0.2 -0.18
O -2.4576 1.1192 0.7063 3.4 2.6 3.7 -0.21
O -6.7874 5.7075 -4.0416 0.0 -0.5 -0.1 -0.18
O 3.1246 2.6908 5.3918 1.4 -3.0 -2.4 0.04
N -6.7420 3.6759 -1.6627 -0.1 -0.2 -0.2 -0.06
N -3.3474 -3.5783 -3.4429 0.0 -0.3 0.1 -0.05
C -1.7069 -4.5593 -5.1434 -0.2 0.2 -0.4 -0.22
C 1.1466 1.0281 3.8246 1.4 -4.1 -1.5 0.06
C 7.4237 0.4086 3.8655 0.2 -1.4 0.4 -0.14
C 2.6477 0.7068 3.9739 -1.0 -1.1 -0.8 -0.03
C 4.8887 -0.7865 3.7070 1.7 -2.0 -0.2 -0.22
C -2.1895 -2.2129 -0.4828 0.3 -0.3 0.1 -0.13
C -1.3855 1.3409 1.7337 -2.3 -3.2 -1.2 -0.14
C -5.4073 5.3769 -4.0920 -0.1 0.4 0.0 -0.10
C 0.8558 -1.3978 2.6301 2.3 2.9 1.9 0.03
C 3.7785 -2.9441 0.8948 1.2 -2.0 0.9 -0.74
C 2.4005 -1.6625 2.7999 -0.9 1.6 1.0 -0.11
C -7.6579 4.5935 -3.8724 -0.4 0.2 0.2 -0.22
C 0.2499 -0.0735 3.1539 2.5 -0.9 0.6 -0.16
C -0.1078 -3.4746 -3.7207 0.1 0.3 -0.3 -0.11
C 4.1520 -4.4619 0.4275 -0.5 0.0 0.7 -0.19
C -3.3493 3.7112 -1.0123 0.1 0.0 -0.2 -0.11
C -1.3151 0.1718 3.0030 1.2 2.0 -2.3 -0.08
C -4.9265 2.0113 -1.5281 -0.2 -0.2 -0.5 -0.21
C 6.9941 0.2994 1.1865 0.7 -0.3 -0.9 -0.25
C -6.2651 2.3866 -2.1645 0.4 0.3 0.3 -0.21
C 3.3225 -0.6208 3.4778 -3.3 1.3 -0.3 0.01
C -7.8886 4.2048 -2.4040 0.3 0.2 0.1 -0.20
C -3.0954 -3.9848 -4.8263 0.2 0.3 0.1 -0.20
C 5.9975 3.0051 4.8842 0.8 -0.2 1.9 -0.12
C 5.1963 1.6728 4.4845 -0.6 -0.6 -0.1 -0.05
C -0.9563 0.7276 0.2152 0.2 2.5 0.9 -0.07
C -3.3407 -4.6993 -2.5004 0.0 0.5 0.2 -0.21
C -3.3494 -4.2059 -1.0539 0.3 -0.5 -0.2 -0.21
C 6.5730 3.2259 6.1937 -0.8 -0.3 -1.4 -0.01
C 5.8443 0.4780 4.0182 -1.9 2.9 0.9 -0.06
C 3.5937 1.7621 4.6859 -0.5 1.2 0.8 -0.25
C 7.0609 1.8157 0.6506 -0.9 -0.5 -0.8 -0.12
C 7.9599 -0.0331 2.4185 0.4 0.2 -0.5 -0.20
C 2.9714 -3.0595 2.2820 -1.4 0.4 -0.5 -0.23
H -3.4652 -5.0694 -0.3913 -0.1 0.0 0.0 0.12
H -7.3392 3.7467 -4.4896 0.2 0.0 0.1 0.11
H 4.7712 -2.3936 1.0121 -1.6 -0.4 -0.1 0.07
H 4.3801 -5.0776 1.3818 -0.1 1.0 -1.5 0.08
H -0.1491 -4.4063 -3.1515 -0.1 0.0 0.0 0.09
H 6.1466 3.8686 4.1308 0.8 -2.3 0.4 0.12
H -1.2129 -1.8604 -0.1480 -0.1 -0.1 -0.1 0.05
H 7.9787 1.3618 4.1638 -1.5 -1.1 -0.3 0.11
H 3.2429 -4.9839 -0.0533 1.5 1.0 0.6 0.07
H 7.7101 3.3664 6.3448 -2.1 1.4 -0.6 0.07
H -3.2400 -3.0943 -5.4469 0.1 -0.1 0.0 0.12
H -0.2221 1.6487 0.1513 -1.5 0.0 -0.3 0.08
H 7.7860 -0.4024 4.6099 -0.6 1.3 -1.1 0.13
H -4.9664 5.4351 -3.0947 0.2 -0.2 0.0 0.07
H -1.4866 -5.4686 -4.5740 0.1 0.1 0.2 0.11
H -0.6173 -2.6739 -3.1803 0.0 -0.1 0.2 0.07
H -7.0037 1.6125 -1.9326 0.0 0.1 0.0 0.12
H -8.7108 3.4836 -2.3476 0.1 0.0 -0.1 0.12
H 2.0502 -3.7242 2.0505 1.4 1.1 0.3 0.12
H -2.4587 -1.6708 -1.3937 -0.1 0.2 0.1 0.08
H -5.9863 4.3505 -1.7196 -0.1 -0.1 0.0 0.07
H 6.0182 2.2859 0.8107 1.9 -0.3 0.0 0.07
H -6.1219 2.4144 -3.2504 0.1 -0.2 -0.1 0.10
H 0.9393 -3.1820 -3.8214 0.0 0.0 -0.1 0.07
H 0.6350 1.9837 4.1655 1.2 -1.4 -0.3 0.11
H -4.6662 0.9941 -1.8368 0.0 0.0 0.0 0.12
H -1.0385 2.4614 1.9974 -0.9 -2.7 -0.9 0.17
H 8.2973 -1.1393 2.3927 -0.9 1.7 0.2 0.11
H -4.9056 6.1225 -4.7119 -0.1 0.0 0.0 0.09
H 7.9122 2.4435 1.0742 -1.3 -0.9 -0.4 0.07
H -4.9875 2.0196 -0.4348 0.0 0.2 -0.1 0.12
H -4.0908 4.4403 -0.6732 0.0 0.0 0.2 0.08
H -2.9195 -2.0079 0.3076 -0.1 0.1 -0.1 0.09
H -3.8627 -4.7051 -5.1294 0.1 0.0 0.1 0.12
H -1.8141 0.6782 3.8941 0.8 -0.9 -1.0 0.12
H -4.1912 -3.5304 -0.8670 0.1 0.1 -0.1 0.12
H -1.8710 -0.7304 2.5876 0.8 1.3 0.7 0.11
H -2.6328 -2.9118 -3.1699 -0.1 -0.1 0.0 0.07
H -2.5041 4.2529 -1.4426 -0.1 -0.1 -0.1 0.09
H -2.9855 3.1205 -0.1657 -0.1 0.1 0.0 0.06
H -2.4483 -5.3210 -2.6335 0.0 -0.2 0.2 0.10
H 5.0550 -4.4860 -0.2702 -1.4 0.1 0.9 0.08
H 3.5433 -3.6158 3.1054 -0.4 1.1 -1.4 0.12
H 5.9482 3.2930 7.1564 1.0 -1.8 -1.4 0.07
H -4.2250 -5.3210 -2.6739 0.0 0.0 0.0 0.12
H -1.3952 0.9773 -0.8006 1.0 -1.8 0.3 0.13
H 5.8941 0.0378 1.3396 1.5 0.2 0.1 0.09
H -5.2304 4.3921 -4.5307 0.0 0.0 0.1 0.09
H -1.7151 -4.8599 -6.1962 0.0 0.1 0.0 0.12
H 8.9350 0.5666 2.2365 -1.5 -1.0 0.3 0.11
H 0.1782 -2.1918 2.1471 1.3 1.4 0.8 0.11
H -8.6250 4.9110 -4.2760 0.1 0.0 0.0 0.12
H 7.3516 -0.3674 0.3087 -0.6 1.0 1.5 0.11
H -8.2202 5.1001 -1.8679 0.0 0.0 -0.1 0.12
H 7.1813 1.7669 -0.5003 -0.1 0.2 1.9 0.07
```
Positions in Å, forces in eV/Å.